Molecular formula: C4H7N2O2
Method: DFT, the ωB97M-V functional and the def2-TZVPD basis

Properties
E (a.u.): -416.3091
Charge: +1
Energy relative to the best compared isomer or geometry (same formula, charge and spin) (kcal per mole): 31.7
Spin multiplicity: 1
E_HOMO (eV): -13.604
Strongest force on any atom (hartree/bohr): 0.0923
Orbital gap (eV): 9.2

Last column: natural (NBO) charge in e.
CARTESIAN COORDINATES (ANGSTROEM)
C 0.50422 -1.30602 0.41202  -0.470
C 0.71052 -0.80846 -0.91529  0.197
C -0.07137 1.40937 -0.73709  0.262
C -0.45048 -0.99930 1.36118  0.835
N 0.37874 0.33099 -1.46338  -0.550
N -0.19101 1.38350 0.50208  -0.661
O -1.62406 -0.49649 1.18913  -0.639
O -0.09260 -1.23744 2.56838  -0.584
H 1.22623 -2.03575 0.52961  0.266
H 1.30782 -1.46143 -1.54895  0.233
H -0.05551 2.30128 -1.38261  0.181
H 0.58870 0.56857 -2.46177  0.446
H -0.31921 2.21862 1.01580  0.394
H -2.20165 -0.42967 0.43113  0.554
H -0.86901 -1.13059 3.26322  0.535